C45H71N8O2PTi as an isolated structure. Source: OMol25; level of theory: ωB97M-V/def2-TZVPD.

Calculated values
F_max in eV/A: 0.67
E in eV: -96216.7664
Energy above the lowest of the compared OMol25 structures with the same formula, charge and spin in kJ/mol: 52.41

ORCA input file:
```
! wB97M-V def2-TZVPD RIJCOSX def2/J DEFGRID3
* xyz 3 2
Ti 0.062 0.766 0.204
C -2.678 -0.516 0.842
C -2.384 -0.116 2.277
N -2.635 1.317 2.449
C -1.707 2.026 3.320
C -0.819 3.030 2.623
C -0.436 4.167 3.326
C 0.477 5.047 2.777
C 0.961 4.792 1.503
C 0.503 3.669 0.844
C 0.960 3.338 -0.553
N -0.096 2.583 -1.259
C -1.964 1.334 -2.469
C -2.468 0.293 -1.465
N -2.014 0.467 -0.057
N -0.357 2.790 1.384
H -3.752 -0.489 0.639
H -2.314 -1.518 0.617
H -1.332 -0.310 2.502
H -2.967 -0.739 2.959
H -3.584 1.473 2.759
H -1.049 1.324 3.846
H -2.250 2.557 4.103
H -0.845 4.342 4.312
H 0.801 5.921 3.327
H 1.672 5.454 1.025
H 1.841 2.679 -0.511
H 1.310 4.227 -1.075
H 0.328 2.045 -2.015
H -1.086 0.947 -2.990
H -2.742 1.399 -3.234
H -2.159 -0.706 -1.778
H -3.561 0.289 -1.445
H -2.357 1.362 0.317
C 1.353 -5.257 3.853
C 2.615 -4.437 3.538
C 3.384 -5.102 2.385
C 3.511 -4.418 4.777
C 2.188 -3.041 3.098
C 1.388 -2.877 2.000
C 0.999 -1.574 1.631
N 0.252 -1.205 0.578
C 0.120 -1.982 -0.602
C -0.298 -3.292 -0.728
C -0.300 -3.864 -2.001
C 0.149 -3.090 -3.068
C 0.570 -1.755 -2.984
C 0.490 -1.212 -1.709
O 0.681 0.123 -1.385
C 1.079 -1.072 -4.257
C -0.060 -0.997 -5.282
C 1.636 0.340 -4.040
C 2.227 -1.920 -4.831
C -0.755 -5.302 -2.246
C 0.419 -6.104 -2.830
C -1.216 -5.984 -0.959
C -1.922 -5.297 -3.244
C 1.499 -0.418 2.345
O 1.108 0.724 1.785
C 2.325 -0.554 3.455
C 2.612 -1.872 3.801
C 2.932 0.573 4.298
C 4.458 0.402 4.341
C 2.361 0.473 5.720
C 2.636 1.974 3.757
H 1.640 -6.256 4.183
H 0.715 -5.370 2.976
H 0.767 -4.796 4.650
H 3.681 -6.108 2.681
H 4.287 -4.542 2.137
H 2.775 -5.189 1.484
H 3.782 -5.441 5.034
H 3.005 -3.991 5.646
H 4.441 -3.873 4.605
H 1.053 -3.725 1.424
H -0.639 -3.845 0.135
H 0.172 -3.553 -4.045
H -0.905 -0.417 -4.898
H -0.435 -1.985 -5.547
H 0.291 -0.521 -6.199
H 0.851 1.061 -3.789
H 2.087 0.679 -4.973
H 2.403 0.369 -3.267
H 1.903 -2.926 -5.093
H 3.048 -2.003 -4.117
H 2.612 -1.454 -5.738
H 1.272 -6.106 -2.150
H 0.748 -5.702 -3.789
H 0.115 -7.138 -2.996
H -0.410 -6.056 -0.224
H -1.537 -7.000 -1.184
H -2.066 -5.470 -0.502
H -1.634 -4.865 -4.203
H -2.772 -4.733 -2.855
H -2.254 -6.318 -3.432
H 3.237 -2.027 4.669
H 4.762 -0.539 4.798
H 4.899 1.203 4.934
H 4.888 0.447 3.339
H 2.591 -0.486 6.186
H 1.275 0.595 5.721
H 2.792 1.253 6.348
H 3.029 2.113 2.749
H 3.122 2.703 4.407
H 1.568 2.192 3.751
C -2.237 6.141 -3.316
N -2.156 6.087 -1.791
C -3.549 5.794 -1.251
N -4.003 4.558 -1.779
C -4.030 4.595 -3.243
N -2.715 4.900 -3.804
C -1.768 3.794 -3.716
P -1.655 3.149 -1.973
C -1.198 5.010 -1.362
C -3.355 3.373 -1.233
H -1.239 6.370 -3.688
H -2.922 6.951 -3.566
H -1.844 6.998 -1.443
H -4.193 6.615 -1.568
H -3.482 5.773 -0.164
H -4.733 5.366 -3.558
H -4.379 3.637 -3.626
H -0.778 4.130 -4.034
H -2.079 3.007 -4.400
H -0.230 5.314 -1.761
H -1.153 5.062 -0.273
H -3.285 3.461 -0.144
H -3.975 2.506 -1.463
*
```